(1)
Molecular formula: C5H10N2S
Method: DFT, the ωB97M-V functional and the def2-TZVPD basis

DFT total energy	-704.154352	Ha
energy above the lowest of the compared OMol25 structures with the same formula, charge and spin	182.3	kJ/mol
LUMO level	0.8	eV
strongest force on any atom	1.83	eV/A
SMILES string	NC[C@@]1([C@H]2CS2)CN1

CARTESIAN COORDINATES (ANGSTROEM)
1 C -0.6840 1.0392 -1.5893
2 C -0.1998 -0.0500 -0.6642
3 C -0.5960 -1.4538 -0.9284
4 C 0.0782 0.4046 0.7267
5 C -0.9135 0.2713 1.8444
6 H 0.6423 2.5470 -1.2376
7 H 1.1353 1.4864 -2.3577
8 H -1.5964 1.5566 -1.2652
9 H -0.9380 0.5027 -2.5215
10 H -0.7247 -2.1091 -0.0869
11 H -1.2713 -1.6485 -1.7465
12 H 1.4110 -1.3189 -0.6058
13 H 0.7004 1.3074 0.7214
14 H -1.7535 -0.3910 1.6466
15 H -1.1413 1.0924 2.5185
16 N 0.3132 2.0116 -2.0441
17 N 0.7302 -0.9892 -1.2894
18 S 0.6327 -0.7156 1.9959

(2)
Molecular formula: C17H19N
Method: DFT, the ωB97M-V functional and the def2-TZVPD basis

DFT total energy	-713.885820	Ha
energy above the lowest of the compared OMol25 structures with the same formula, charge and spin	200.7	kJ/mol
LUMO level	0.8	eV
strongest force on any atom	2.82	eV/A
SMILES string	CCc1c[nH]c2ccccc12.Cc1ccccc1

CARTESIAN COORDINATES (ANGSTROEM)
1 C 0.6251 1.2826 -2.0903
2 C 0.9499 1.8794 -3.4813
3 C -0.5823 1.6920 -1.3525
4 C -1.9202 1.7533 -1.5858
5 C -0.4897 2.0575 0.0357
6 C -1.6744 2.6512 0.4798
7 C 0.4894 1.8836 1.0301
8 C -1.8198 3.0540 1.8086
9 C 0.3479 2.2399 2.3630
10 C -0.8716 2.7214 2.7319
11 N -2.6113 2.5200 -0.5486
12 H 0.5899 0.1745 -2.1179
13 H 1.4911 1.6094 -1.4386
14 H 0.6228 1.2500 -4.3018
15 H -2.4906 1.3447 -2.3985
16 H -3.6495 2.3809 -0.3995
17 H 1.4515 1.4926 0.6600
18 H -2.6666 3.6746 2.0111
19 H 1.2089 2.0235 2.9610
20 H -1.0738 2.7602 3.8048
21 H 2.0627 1.7491 -3.5773
22 H 0.9012 2.9832 -3.5671
23 C -1.4227 -2.9837 1.3794
24 C 2.2089 -1.9691 0.6544
25 C 2.5721 -3.0995 -0.0623
26 C 0.8304 -1.8454 0.9729
27 C -0.0459 -2.9026 0.8186
28 C 1.6452 -4.0726 -0.3517
29 C 0.3400 -4.0431 0.0381
30 H 2.9717 -1.2786 1.0178
31 H 3.6069 -3.1867 -0.4394
32 H 0.4692 -1.0146 1.5942
33 H 1.9729 -4.8735 -0.9936
34 H -2.2369 -2.8179 0.6315
35 H -1.6908 -2.2951 2.2043
36 H -0.4365 -4.7558 -0.1775
37 H -1.6751 -4.0394 1.6866

(3)
Molecular formula: C18H24N2O3S
Method: DFT, the ωB97M-V functional and the def2-TZVPD basis

DFT total energy	-1433.753580	Ha
energy above the lowest of the compared OMol25 structures with the same formula, charge and spin	65.6	kJ/mol
LUMO level	0.5	eV
strongest force on any atom	0.93	eV/A
SMILES string	CC1=C(C(=O)Nc2ccc(C(=O)NCCC(C)C)cc2)SCCO1

CARTESIAN COORDINATES (ANGSTROEM)
1 C -3.8781 -3.8128 1.5166
2 C -3.9724 -3.4769 0.0616
3 C -3.1178 -2.6452 -0.5746
4 C -1.9734 -2.0189 0.1234
5 O -1.8298 -2.0790 1.3300
6 N -1.0973 -1.3847 -0.7122
7 C 0.0652 -0.6863 -0.3996
8 C 0.8203 -0.1849 -1.4618
9 C 1.9807 0.5171 -1.2219
10 C 2.4076 0.7584 0.0817
11 C 1.6587 0.2484 1.1375
12 C 0.5025 -0.4717 0.9057
13 H -0.0646 -0.8743 1.7278
14 H 1.9911 0.3822 2.1569
15 C 3.6715 1.5255 0.2737
16 O 4.5939 1.4756 -0.5180
17 N 3.7155 2.2757 1.4032
18 H 2.8730 2.4000 1.9397
19 C 4.8279 3.1537 1.6858
20 H 4.9292 3.2494 2.7688
21 C 4.6830 4.5270 1.0210
22 H 4.6608 4.3696 -0.0591
23 H 5.5701 5.1183 1.2561
24 C 3.4299 5.3072 1.4335
25 C 3.3120 6.5686 0.5795
26 H 4.1720 7.2155 0.7396
27 H 3.2666 6.3140 -0.4768
28 H 2.4127 7.1237 0.8371
29 C 3.4548 5.6825 2.9136
30 H 3.4526 4.8006 3.5493
31 H 2.5812 6.2799 3.1653
32 H 4.3444 6.2670 3.1393
33 H 2.5484 4.6843 1.2412
34 H 5.7215 2.6668 1.2870
35 H 2.5773 0.8939 -2.0387
36 H 0.4899 -0.3566 -2.4768
37 H -1.2966 -1.4275 -1.7032
38 S -3.3566 -2.1907 -2.2893
39 C -5.1037 -2.6516 -2.4157
40 C -5.2519 -4.0627 -1.8764
41 O -5.0299 -4.1250 -0.4864
42 H -6.2719 -4.4317 -2.0189
43 H -4.5543 -4.7317 -2.3976
44 H -5.3736 -2.5942 -3.4675
45 H -5.6966 -1.9459 -1.8329
46 H -3.9925 -2.9185 2.1240
47 H -4.6616 -4.5282 1.7525
48 H -2.9032 -4.2332 1.7504

(4)
Molecular formula: C14H42O7
Method: DFT, the ωB97M-V functional and the def2-TZVPD basis

DFT total energy	-1085.133443	Ha
energy above the lowest of the compared OMol25 structures with the same formula, charge and spin	0.0	kJ/mol
LUMO level (spin up / spin down)	2.8 / 2.7	eV
charge	-1
spin multiplicity	2
strongest force on any atom	3.99	eV/A

CARTESIAN COORDINATES (ANGSTROEM)
1 C -9.8223 27.3276 -15.1487
2 C -11.2858 27.6136 -15.1603
3 O -11.8434 26.9009 -16.2323
4 H -9.5515 26.3017 -14.8990
5 H -9.3738 28.0208 -14.4370
6 H -9.3857 27.6102 -16.1066
7 H -11.3834 28.6839 -15.3420
8 H -11.8880 27.3936 -14.2788
9 H -11.9411 26.0107 -15.8862
10 C -12.6879 29.9187 -12.0372
11 C -13.9326 29.0600 -12.3621
12 O -14.2872 28.3371 -11.2406
13 H -12.9671 30.7446 -11.3829
14 H -12.4001 30.3592 -12.9918
15 H -11.8933 29.3652 -11.5369
16 H -13.7729 28.3630 -13.1848
17 H -14.7238 29.7561 -12.6406
18 H -13.9583 27.4380 -11.3123
19 C -13.1090 25.3832 -9.2899
20 C -12.7728 24.8918 -10.7798
21 O -12.8165 25.9298 -11.6995
22 H -12.4413 26.1856 -8.9760
23 H -12.8001 24.5167 -8.7053
24 H -14.1781 25.5907 -9.3338
25 H -13.3781 24.0678 -11.1575
26 H -11.7759 24.4513 -10.7737
27 H -12.1054 25.6954 -12.3003
28 C -9.2954 27.1140 -10.5600
29 C -9.9965 28.0433 -9.5523
30 O -9.1628 29.0844 -9.3622
31 H -9.2188 27.5267 -11.5660
32 H -9.7891 26.1424 -10.5414
33 H -8.2983 26.8277 -10.2253
34 H -10.0976 27.4583 -8.6382
35 H -10.8898 28.5417 -9.9287
36 H -8.6528 28.7847 -8.6061
37 C -13.8129 24.0887 -14.3531
38 C -12.3450 23.5125 -14.0317
39 O -11.3857 24.5053 -13.8997
40 H -13.7906 24.6584 -15.2821
41 H -14.2796 24.6971 -13.5783
42 H -14.3536 23.1515 -14.4848
43 H -12.0240 22.8707 -14.8521
44 H -12.2885 22.8109 -13.1995
45 H -10.6244 24.1588 -13.4286
46 C -9.9520 23.9789 -17.0812
47 C -9.4805 23.5206 -18.4916
48 O -8.5397 22.5101 -18.2886
49 H -10.2352 23.1476 -16.4356
50 H -10.8972 24.5137 -17.1748
51 H -9.2251 24.5866 -16.5423
52 H -9.0583 24.3509 -19.0578
53 H -10.3059 23.0495 -19.0254
54 H -7.7671 22.7253 -18.8163
55 C -10.2518 28.1756 -18.9334
56 C -11.6855 28.2115 -19.3099
57 O -12.5406 28.5693 -18.2704
58 H -10.1146 28.9081 -18.1379
59 H -9.5934 28.4042 -19.7715
60 H -9.8431 27.2369 -18.5594
61 H -12.0121 27.2255 -19.6404
62 H -11.7630 28.9414 -20.1157
63 H -12.3522 28.0030 -17.5185

(5)
Molecular formula: C5H15N3
Method: DFT, the ωB97M-V functional and the def2-TZVPD basis

DFT total energy	-363.618744	Ha
energy above the lowest of the compared OMol25 structures with the same formula, charge and spin	442.0	kJ/mol
LUMO level	0.0	eV
strongest force on any atom	1.41	eV/A

CARTESIAN COORDINATES (ANGSTROEM)
1 C 1.7153 -2.1460 0.4377
2 C 0.7697 0.4387 -1.1310
3 C 1.9457 -0.0309 1.6600
4 N 1.1874 -0.8318 0.7271
5 H 1.3984 0.8857 1.8803
6 H 2.1401 -0.5541 2.6062
7 H 1.0299 -2.6729 -0.2261
8 H 2.6836 -2.0569 -0.0662
9 H 1.8642 -2.7502 1.3431
10 H 1.7874 0.0810 -1.2220
11 H 0.6732 1.4150 -0.6799
12 H 0.2682 0.3376 -2.0835
13 H 2.9140 0.2346 1.2220
14 C -3.1593 1.0804 -1.1127
15 C -1.9069 1.0188 -0.2615
16 N -1.1380 -0.1095 -0.3487
17 N -1.6312 2.0485 0.4663
18 H 0.1620 -0.7762 0.8083
19 H -1.5170 -0.7656 -1.0269
20 H -0.7758 1.8827 1.0003
21 H -2.8971 1.0691 -2.1756
22 H -3.7966 0.2134 -0.9222
23 H -3.7171 1.9886 -0.8949

(6)
Molecular formula: C40H47Cl3F12GeN6O2PRe
Method: DFT, the ωB97M-V functional and the def2-TZVPD basis

DFT total energy	-7106.235262	Ha
energy above the lowest of the compared OMol25 structures with the same formula, charge and spin	57.0	kJ/mol
LUMO level (spin up / spin down)	-8.9 / -11.1	eV
charge	+3
spin multiplicity	2
strongest force on any atom	2.36	eV/A

CARTESIAN COORDINATES (ANGSTROEM)
1 Re 0.5260 0.8101 -1.4543
2 C 5.3438 6.4367 1.4971
3 C 4.6466 5.1154 1.5045
4 C 4.8538 4.1838 2.5143
5 C 4.1795 2.9906 2.5021
6 C 3.2961 2.6594 1.4578
7 N 2.6109 1.4381 1.5894
8 C 2.9594 0.4384 2.4625
9 C 4.2159 -0.1578 2.6338
10 C 4.3126 -1.1529 3.5796
11 C 3.2044 -1.5770 4.3443
12 C 3.3540 -2.6664 5.3536
13 C 1.9513 -0.9559 4.1489
14 C 1.8513 0.0259 3.2059
15 C 0.7082 0.8934 2.7756
16 O 1.1943 1.5361 1.5791
17 C 0.3969 1.9826 3.8380
18 F 0.1672 1.4075 5.0112
19 F 1.4667 2.7817 3.9401
20 F -0.6527 2.7057 3.4725
21 C -0.5695 0.1231 2.3804
22 F -1.3134 -0.1644 3.4308
23 F -1.2885 0.8435 1.5142
24 F -0.2180 -1.0306 1.7701
25 C 3.1097 3.5705 0.3801
26 C 3.7548 4.7880 0.4676
27 C 2.2270 3.3275 -0.8662
28 O 1.8868 1.9974 -1.1215
29 C 3.0031 3.7528 -2.1748
30 F 3.2603 5.0391 -2.3141
31 F 2.2726 3.3844 -3.2355
32 F 4.1482 3.0659 -2.2025
33 C 0.8558 4.0979 -0.7111
34 F 0.7750 5.1873 -1.4353
35 F 0.5974 4.3853 0.5537
36 F -0.1645 3.2508 -1.1250
37 H 6.2396 6.4203 2.1141
38 H 5.6073 6.7290 0.4806
39 H 4.6839 7.2164 1.8902
40 H 5.5126 4.4148 3.3428
41 H 4.2780 2.3149 3.3408
42 H 5.0757 0.1597 2.0544
43 H 5.2748 -1.6243 3.7442
44 H 4.2067 -3.3047 5.1308
45 H 3.5272 -2.2337 6.3454
46 H 2.4503 -3.2715 5.4231
47 H 1.0957 -1.2511 4.7463
48 H 3.5944 5.5460 -0.2801
49 C 4.0368 -2.5322 -1.4432
50 C 3.9153 -1.6371 -2.4942
51 C 2.8437 -0.7673 -2.5183
52 N 1.9157 -0.7551 -1.5420
53 C 2.0330 -1.6245 -0.5180
54 C 3.0695 -2.5242 -0.4425
55 H 4.8631 -3.2311 -1.4035
56 H 4.6356 -1.6064 -3.3007
57 H 2.7170 -0.0810 -3.3389
58 H 1.2580 -1.6023 0.2392
59 H 3.1168 -3.2152 0.3882
60 N -0.9476 -0.1286 -1.3213
61 P -2.3827 -1.0187 -1.2114
62 N -2.0774 -2.3241 -2.1407
63 C -0.6933 -2.7122 -2.5184
64 C -0.5863 -4.2279 -2.6151
65 C -1.4739 -4.7717 -3.7465
66 C -2.7257 -3.8983 -3.9208
67 C -3.1347 -3.2626 -2.5976
68 N -2.6411 -1.5630 0.2982
69 C -3.6610 -1.0423 1.2409
70 C -4.4913 -2.2053 1.7641
71 C -3.6170 -3.1650 2.5996
72 C -2.1327 -3.0402 2.2180
73 C -1.9666 -2.8203 0.7209
74 N -3.6003 0.0415 -1.5095
75 C -3.2980 1.4877 -1.6825
76 C -4.5019 2.3398 -1.3133
77 C -5.6867 1.9569 -2.1938
78 C -6.0125 0.4881 -1.9483
79 C -4.8185 -0.4175 -2.2311
80 H -0.0039 -2.3437 -1.7661
81 H -0.4197 -2.2607 -3.4801
82 H -0.8749 -4.6702 -1.6575
83 H 0.4592 -4.4918 -2.7871
84 H -1.7605 -5.7988 -3.5203
85 H -0.9159 -4.7972 -4.6831
86 H -3.5584 -4.4867 -4.3007
87 H -2.5361 -3.1012 -4.6442
88 H -3.2922 -4.0472 -1.8486
89 H -4.0715 -2.7345 -2.7211
90 H -4.2741 -0.3106 0.7295
91 H -3.1687 -0.5406 2.0795
92 H -4.9286 -2.7328 0.9112
93 H -5.3168 -1.8164 2.3589
94 H -3.9519 -4.1918 2.4508
95 H -3.7303 -2.9463 3.6612
96 H -1.5910 -3.9465 2.4902
97 H -1.6721 -2.2131 2.7652
98 H -2.4063 -3.6700 0.1910
99 H -0.9068 -2.7750 0.4558
100 H -3.0409 1.6951 -2.7257
101 H -2.4572 1.7523 -1.0442
102 H -4.2322 3.3907 -1.4380
103 H -4.7597 2.1835 -0.2611
104 H -5.4373 2.1258 -3.2463
105 H -6.5541 2.5729 -1.9612
106 H -6.8346 0.1535 -2.5805
107 H -6.3201 0.3638 -0.9063
108 H -4.6246 -0.4504 -3.3069
109 H -5.0688 -1.4159 -1.8774
110 Cl -1.4120 0.0612 -4.7989
111 Ge 0.1082 1.3540 -4.0130
112 Cl -0.6316 3.3167 -4.3305
113 Cl 1.7610 1.0025 -5.3113

(7)
Molecular formula: H5NOSSi
Method: DFT, the ωB97M-V functional and the def2-TZVPD basis

DFT total energy	-820.612071	Ha
energy above the lowest of the compared OMol25 structures with the same formula, charge and spin	408.3	kJ/mol
LUMO level (spin up / spin down)	-0.4 / -0.4	eV
strongest force on any atom	4.92	eV/A

CARTESIAN COORDINATES (ANGSTROEM)
1 N 0.5656 0.2222 1.1932
2 O 0.0041 -1.8339 -0.4704
3 Si -0.1803 -0.2432 -0.3384
4 S -2.2388 0.2322 -0.6394
5 H 0.7461 1.1530 1.1737
6 H 1.4009 -0.2102 1.2166
7 H 0.6510 -2.4063 -0.0952
8 H 1.2464 1.7294 -2.2343
9 H -2.1951 1.3569 0.1942

(8)
Molecular formula: C6H13N
Method: DFT, the ωB97M-V functional and the def2-TZVPD basis

DFT total energy	-291.113487	Ha
energy above the lowest of the compared OMol25 structures with the same formula, charge and spin	118.8	kJ/mol
LUMO level	1.1	eV
strongest force on any atom	2.61	eV/A
SMILES string	CC/C(C)=C(/C)N

CARTESIAN COORDINATES (ANGSTROEM)
1 C -1.7940 -1.1665 -0.7634
2 C -0.5911 -1.4618 0.1161
3 N -0.8296 1.0019 1.5177
4 C 0.2532 0.7615 0.6283
5 C 0.5575 -0.4651 0.1675
6 C 1.8090 -0.7126 -0.6243
7 C 0.9029 2.0670 0.1064
8 H -1.6682 -1.5985 -1.7630
9 H -1.9453 -0.0889 -0.8714
10 H -2.7455 -1.5527 -0.3852
11 H -0.9517 -1.5531 1.1453
12 H -0.2119 -2.4766 -0.0615
13 H -0.8054 1.3072 2.4685
14 H -1.5576 1.5409 1.0606
15 H 2.6730 -0.9736 -0.0010
16 H 1.6904 -1.6214 -1.2231
17 H 2.1083 0.0623 -1.3355
18 H 1.3341 1.8095 -0.8581
19 H 0.0743 2.7333 -0.1042
20 H 1.6976 2.3873 0.7803

(9)
Molecular formula: C19H24N4O6
Method: DFT, the ωB97M-V functional and the def2-TZVPD basis

DFT total energy	-1409.000095	Ha
energy above the lowest of the compared OMol25 structures with the same formula, charge and spin	37.8	kJ/mol
LUMO level	0.6	eV
strongest force on any atom	0.59	eV/A
SMILES string	CC(C)C[C@@]1(C)NC(=O)N(CC(=O)NC(=O)Nc2ccc3c(c2)OCCO3)C1=O

CARTESIAN COORDINATES (ANGSTROEM)
1 C 4.0582 -2.3482 -0.0653
2 H 3.5773 -1.9487 0.8247
3 H 4.2946 -1.5196 -0.7282
4 H 4.9893 -2.8246 0.2322
5 C 3.1403 -3.3537 -0.7610
6 C 2.8349 -4.5122 0.1868
7 H 2.3668 -5.3440 -0.3349
8 H 2.1831 -4.1838 0.9937
9 H 3.7578 -4.8824 0.6284
10 H 3.6680 -3.7436 -1.6369
11 C 1.8805 -2.6134 -1.2247
12 H 1.3780 -2.1785 -0.3565
13 H 2.1853 -1.7877 -1.8721
14 C 0.8308 -3.4208 -2.0127
15 N -0.0348 -4.2087 -1.1614
16 C -1.2965 -3.7424 -1.0902
17 O -2.2170 -4.1425 -0.4274
18 N -1.3740 -2.6806 -2.0102
19 C -0.1652 -2.4034 -2.5811
20 O 0.0544 -1.5324 -3.3816
21 C -2.5022 -1.7947 -2.0623
22 H -2.6754 -1.4821 -3.0955
23 H -3.3692 -2.3365 -1.6723
24 C -2.2155 -0.5712 -1.1885
25 O -1.2058 -0.4858 -0.5223
26 N -3.1885 0.3729 -1.2419
27 C -3.2618 1.6448 -0.5961
28 O -4.2434 2.3182 -0.7936
29 N -2.1898 1.9239 0.1634
30 C -1.9369 3.0863 0.9006
31 C -0.7247 3.1540 1.5773
32 C -0.3988 4.2716 2.3299
33 C -1.3078 5.3299 2.4279
34 C -2.5077 5.2605 1.7323
35 C -2.8255 4.1556 0.9686
36 H -3.7585 4.1132 0.4340
37 H -3.1883 6.0929 1.8082
38 O -1.0540 6.4396 3.1958
39 C 0.0094 6.2558 4.1022
40 C 1.1897 5.5852 3.4006
41 H 1.5003 6.2036 2.5472
42 O 0.8227 4.2988 2.9536
43 H 2.0315 5.4486 4.0808
44 H -0.3167 5.6247 4.9407
45 H 0.2779 7.2466 4.4715
46 H -0.0127 2.3452 1.5255
47 H -1.4637 1.2084 0.1942
48 H -4.0005 0.1979 -1.8205
49 H 0.3015 -4.9240 -0.5412
50 C 1.4215 -4.2538 -3.1490
51 H 2.0903 -5.0180 -2.7642
52 H 0.6223 -4.7397 -3.7047
53 H 1.9684 -3.6014 -3.8238

Q: Which value of strongest force on any atom does entry 7 give?
A: 4.92 eV/A

Q: strongest force on any atom of number 4 (C14H42O7)?
A: 3.99 eV/A

Q: What is the formula in the eighth record?
A: C6H13N